Density functional theory data (the ωB97M-V functional and the def2-TZVPD basis) for C9H10NOP in the gas phase.

Summary:
Relative energy (zero: lowest compared OMol25 entry of this formula, charge and spin)   1.4 kcal/mol
SMILES   CC1=N[P@@](C)(=O)c2ccccc21
Multiplicity   1
Max |F|   4.3 eV/A
HOMO   -9.380 eV

Last column: Mulliken charge in e.
Element x y z (Å)
C: 2.01 0.50 -2.17  -1.049
C: 1.34 0.30 -0.87  0.841
N: 2.04 0.35 0.17  -0.790
P: 0.88 0.46 1.72  0.807
C: 1.27 -1.02 2.72  -1.236
O: 1.07 1.73 2.40  -0.705
C: -0.61 0.24 0.60  -0.035
C: -1.90 0.09 0.92  -0.268
C: -2.84 0.00 -0.08  -0.567
C: -2.42 -0.15 -1.40  -0.369
C: -1.09 0.02 -1.77  -0.699
C: -0.20 0.24 -0.77  0.512
H: 1.11 0.90 -2.87  0.276
H: 2.48 -0.36 -2.49  0.276
H: 2.80 1.29 -2.02  0.330
H: 1.77 -1.68 2.16  0.430
H: 1.92 -0.71 3.41  0.425
H: 0.49 -1.54 3.23  0.403
H: -2.17 -0.05 1.92  0.459
H: -3.93 0.07 0.14  0.336
H: -3.25 -0.34 -2.21  0.236
H: -0.78 -0.32 -2.73  0.387


Density functional theory data (the ωB97M-V functional and the def2-TZVPD basis) for C5H7ClS2 in the gas phase.

Summary:
Relative energy (zero: lowest compared OMol25 entry of this formula, charge and spin)   22.7 kcal/mol
SMILES   S=C1[C@@H](CS)C[C@H]1Cl
Multiplicity   1
Max |F|   2.6 eV/A
HOMO   -8.942 eV

Last column: Mulliken charge in e.
Element x y z (Å)
S: 0.75 2.38 -0.79  -0.234
C: 0.81 1.00 0.00  -0.146
C: -0.33 0.12 0.66  0.119
C: -1.76 0.27 0.20  -0.955
S: -2.00 -0.47 -1.46  -0.247
C: 0.59 -1.12 0.25  -0.792
C: 1.80 -0.15 0.14  0.205
Cl: 2.94 -0.55 -1.15  -0.193
H: -0.23 0.33 1.69  0.414
H: -2.41 -0.30 0.83  0.408
H: -2.04 1.31 0.33  0.392
H: -1.45 0.54 -2.15  0.137
H: 0.72 -1.83 1.10  0.278
H: 0.26 -1.50 -0.73  0.335
H: 2.34 -0.01 1.07  0.279


Which of these has the highest max |F|? C9H10NOP


The highest relative energy (zero: lowest compared OMol25 entry of this formula, charge and spin) belongs to which entry? C5H7ClS2